Record 1
{"formula": "C19H31MoN7OS", "method": "ωB97M-V with the def2-TZVPD basis set", "total_charge": 4, "homo_lumo_gap_ev": [1.90, 1.88], "symbols": ["H", "H", "H", "H", "C", "H", "H", "N", "C", "N", "H", "N", "H", "C", "H", "S", "H", "H", "H", "H", "C", "H", "H", "N", "H", "H", "O", "H", "H", "C", "H", "H", "H", "H", "N", "C", "C", "H", "C", "C", "H", "N", "C", "H", "H", "C", "C", "C", "C", "C", "H", "Mo", "C", "H", "C", "N", "H", "C", "C", "H"], "coordinates": [[-4.078, 1.926, -3.828], [-0.433, 2.025, 2.932], [4.656, -3.111, -6.951], [-1.986, -1.860, 1.674], [-4.250, 2.684, -3.066], [-2.957, 3.541, -1.662], [0.979, 2.290, 2.196], [-1.920, -0.867, 1.952], [3.472, 0.425, -9.677], [0.867, -2.276, -3.769], [-0.230, -1.411, 4.870], [0.363, 1.524, 2.507], [-2.581, -0.475, -1.498], [2.950, -2.006, -6.203], [3.300, -3.777, -5.352], [-1.439, 1.859, -0.337], [2.491, 0.692, -10.087], [-2.472, -1.411, 3.940], [0.782, -0.875, 1.977], [1.726, 0.811, -7.640], [1.597, -3.272, -4.487], [-1.773, 0.204, 3.753], [-0.038, -2.698, -3.560], [0.906, -0.476, -0.604], [0.678, 0.861, 4.520], [-0.361, -1.873, -1.448], [1.217, -4.398, -4.426], [3.945, 1.400, -9.470], [-3.749, 0.177, -2.592], [0.553, -1.292, -1.603], [4.972, -1.702, -8.919], [-0.351, -2.516, 3.517], [-4.230, 3.663, -3.538], [-5.250, 2.546, -2.646], [2.735, -2.933, -5.220], [2.552, -0.772, -2.818], [1.329, -1.465, -2.764], [2.131, 0.941, 3.523], [-0.343, -1.456, 3.782], [4.192, -1.468, -8.211], [1.754, -1.356, 3.389], [-3.235, 2.640, -2.039], [-2.687, 1.567, -1.533], [2.299, 0.881, 0.140], [3.214, -0.900, -3.658], [2.154, -0.850, -6.388], [2.900, 0.077, -1.783], [1.065, 0.687, 3.508], [2.351, -0.057, -7.486], [4.011, -2.260, -7.112], [1.367, -0.616, -5.687], [-0.279, 0.182, 0.904], [2.049, 0.217, -0.696], [-2.862, -0.478, 1.803], [-1.690, -0.840, 3.422], [-2.999, 0.337, -1.929], [4.092, -0.074, -10.421], [3.343, -0.362, -8.458], [0.861, -0.786, 3.121], [3.822, 0.636, -1.820]], "forces_ev_per_a": [[0.088, 0.030, -0.061], [0.267, -0.217, -0.230], [0.093, -0.141, 0.003], [0.014, 0.450, 0.080], [-0.745, -0.039, -0.413], [0.121, -0.297, 0.094], [-0.296, -0.250, 0.072], [-0.076, -0.252, -0.395], [0.057, -0.255, -0.242], [-0.430, -0.804, -1.090], [0.055, -0.015, -0.102], [-0.246, 0.703, -0.420], [-0.140, 0.382, -0.082], [-0.551, -0.983, 1.312], [0.026, 0.053, 0.192], [0.401, 0.038, 0.410], [-0.024, 0.016, 0.011], [0.021, 0.254, -0.190], [0.975, -0.896, 0.885], [-0.078, 0.064, -0.009], [-1.911, 0.184, 1.938], [-0.015, -0.215, -0.037], [0.266, 0.054, -0.106], [0.519, -0.181, -0.024], [0.099, 0.092, -0.227], [0.253, 0.107, -0.159], [0.514, -0.044, -0.641], [0.036, 0.088, 0.184], [0.050, -0.030, 0.141], [-0.194, -0.734, -0.745], [0.108, -0.038, -0.052], [-0.011, -0.025, 0.050], [0.080, -0.059, -0.025], [0.070, -0.051, 0.049], [1.427, 0.596, -1.921], [-0.368, -0.275, -0.107], [0.542, 1.037, 1.328], [-0.284, 0.009, -0.076], [-0.179, 0.068, -0.211], [0.332, -0.954, 0.685], [-0.043, 0.008, -0.402], [0.125, 0.210, 0.175], [0.453, -0.093, 0.377], [0.010, -0.259, -0.283], [0.116, 0.059, -0.038], [-0.629, 1.121, -0.463], [-0.329, 0.121, 0.306], [0.374, -0.506, 0.447], [-0.564, -0.202, 1.007], [0.882, 0.118, -1.080], [-0.061, -0.019, 0.024], [-1.964, 1.345, -0.170], [0.766, 0.443, -0.081], [0.421, -0.092, -0.224], [0.192, -0.200, 0.905], [-0.379, -0.118, -0.307], [-0.059, 0.075, -0.022], [0.029, 0.325, -0.361], [-0.286, 0.168, 0.251], [0.080, 0.026, 0.068]]}

Record 2
{"formula": "C4H16N6", "method": "ωB97M-V with the def2-TZVPD basis set", "total_charge": 2, "homo_lumo_gap_ev": 11.17, "symbols": ["C", "H", "C", "H", "N", "H", "H", "N", "H", "N", "C", "H", "H", "N", "H", "H", "H", "N", "H", "H", "H", "H", "H", "C", "N", "H"], "coordinates": [[-0.488, 3.178, 0.058], [-1.863, 2.197, 1.392], [1.226, -2.386, 2.099], [-3.880, 1.143, 0.771], [-1.606, 2.314, 0.427], [-4.241, 0.853, -0.830], [1.329, -3.427, 2.224], [-3.588, 1.265, -0.187], [0.217, -2.207, 1.733], [1.463, -2.974, -0.676], [2.109, -1.949, -0.139], [3.745, -1.622, -1.143], [0.415, 2.602, -0.161], [2.247, -1.895, 1.173], [-2.732, 1.522, -2.448], [2.503, -0.674, -1.747], [-0.646, 3.705, -0.876], [2.904, -1.130, -0.946], [1.145, -3.792, -0.177], [-0.332, 3.902, 0.843], [-1.233, 2.228, -2.076], [1.338, -1.893, 3.058], [1.368, -3.028, -1.679], [-2.402, 1.781, -0.483], [-2.060, 1.743, -1.785], [3.063, -1.454, 1.572]], "forces_ev_per_a": [[0.601, -0.439, -0.290], [0.029, 0.248, 0.129], [0.027, 0.263, -0.071], [0.097, 0.283, 0.036], [-0.055, -0.003, -0.485], [0.325, 0.016, -0.500], [0.136, -1.336, 0.449], [-0.482, -0.397, 1.428], [0.092, 0.257, -0.236], [-0.753, 0.387, -0.518], [1.336, -1.310, 0.003], [0.931, -0.108, -0.550], [0.077, -0.063, 0.587], [-0.809, 0.643, -0.106], [-1.236, -0.380, -1.383], [-0.215, -0.184, -0.160], [-0.639, 0.363, 0.074], [-0.472, 0.274, 1.107], [-0.139, 0.224, 0.364], [0.189, 0.076, 0.123], [0.007, 0.016, -0.293], [0.129, 0.026, 0.017], [0.049, 0.097, 0.003], [-0.618, -0.282, -1.435], [1.551, 0.743, 1.996], [-0.158, 0.588, -0.291]]}

Record 3
{"formula": "C24H38F15N3O16PS2", "method": "ωB97M-V with the def2-TZVPD basis set", "total_charge": -1, "homo_lumo_gap_ev": 8.08, "symbols": ["H", "O", "S", "O", "H", "H", "F", "F", "C", "H", "N", "C", "F", "P", "C", "H", "C", "H", "H", "C", "O", "C", "H", "C", "C", "F", "O", "F", "H", "O", "F", "H", "C", "F", "C", "C", "H", "C", "H", "F", "O", "C", "O", "H", "F", "C", "C", "H", "H", "H", "C", "H", "O", "C", "F", "F", "H", "H", "H", "H", "C", "O", "H", "O", "H", "C", "H", "C", "O", "H", "H", "F", "S", "C", "H", "H", "O", "F", "N", "F", "H", "N", "H", "H", "H", "H", "H", "H", "H", "O", "O", "H", "O", "H", "C", "O", "C", "C", "F"], "coordinates": [[-3.056, 8.423, -0.900], [1.084, 2.580, 0.442], [-1.777, 0.725, 0.025], [-3.512, -0.696, -2.374], [-4.158, -2.176, -0.278], [3.705, -0.092, -2.679], [-0.818, -8.588, 2.440], [4.487, -5.748, -1.222], [-0.013, -6.815, 1.022], [4.520, -3.751, -1.748], [1.359, 0.907, -1.741], [-2.713, -2.820, 5.388], [-0.108, -9.159, 0.460], [-2.398, -1.030, -1.065], [-2.859, -0.578, 6.175], [-4.680, 8.487, -2.811], [-4.263, -0.175, 5.759], [0.386, 5.574, -2.046], [-4.990, -0.474, 6.521], [5.817, -5.893, -0.959], [-0.099, -5.976, 2.103], [3.280, -0.752, -1.798], [-3.090, 10.021, -1.685], [-1.563, -4.170, 1.393], [6.421, -7.138, -1.605], [-6.348, 6.080, 0.799], [7.791, -7.089, -1.565], [-1.383, -4.563, 6.364], [-4.558, -0.670, 4.829], [-2.691, -2.433, 4.222], [0.671, 9.537, -0.194], [0.583, -4.302, 1.049], [-0.159, -4.573, 1.810], [1.271, 10.937, -1.752], [0.027, 8.992, -2.450], [0.091, -8.270, 1.474], [0.926, 6.446, -3.474], [-6.410, 8.331, -0.055], [-1.423, 7.342, -3.808], [-3.518, -4.593, 6.806], [5.784, -8.079, -2.072], [8.527, -8.156, -3.621], [0.416, 9.031, -3.615], [0.115, -4.043, 2.729], [1.317, -8.558, 1.998], [0.289, 10.063, -1.393], [0.059, 5.957, -3.018], [-5.584, 9.781, -2.026], [-2.919, -0.403, -3.152], [-1.627, -3.089, 1.244], [-3.673, 9.305, -1.099], [7.522, -8.204, -4.052], [-6.493, 9.507, 0.291], [-1.094, 6.930, -2.847], [-8.189, 6.725, -0.176], [-2.808, -5.164, 4.826], [-3.901, 9.758, -0.129], [-0.234, 5.116, -3.651], [-4.327, 0.906, 5.610], [0.722, 0.193, -2.169], [8.479, -8.227, -2.105], [-0.756, 0.248, 1.084], [4.633, -1.078, 0.064], [-0.742, 7.980, -1.935], [3.074, 1.019, -0.254], [-4.941, 8.914, -1.836], [9.116, -8.982, -4.028], [4.125, -3.170, -0.800], [0.009, -6.427, -0.144], [-2.585, -0.048, 7.094], [-2.290, -4.469, 2.155], [6.413, -4.740, -1.379], [0.499, 2.222, -0.980], [2.381, 0.263, -0.819], [2.942, -3.269, -0.699], [5.476, -1.463, -1.630], [-0.942, -1.875, -1.613], [-7.683, 7.477, 1.808], [-3.177, -1.966, 0.020], [-0.819, 10.817, -1.142], [-1.952, 6.405, -2.412], [-1.240, 2.042, -0.987], [1.820, -0.374, 0.013], [2.546, -1.533, -2.278], [9.498, -8.201, -1.705], [8.020, -9.160, -1.756], [-1.166, -2.191, -2.548], [4.598, -3.570, 0.210], [-2.117, -0.307, 5.415], [-3.057, 1.256, 0.783], [0.801, 3.499, -1.856], [8.967, -7.209, -3.947], [-5.655, 7.899, -1.114], [-1.858, -4.665, 0.463], [4.469, -1.546, -0.996], [-2.799, -1.981, 6.469], [-7.151, 7.163, 0.593], [-2.609, -4.275, 5.840], [5.937, -5.910, 0.399]], "forces_ev_per_a": [[-0.057, 0.149, -0.181], [-1.951, -2.594, -4.686], [0.185, 4.798, 6.447], [4.412, 0.310, 0.046], [1.166, 0.436, 0.287], [-0.787, -1.322, 1.834], [0.627, 0.596, -0.815], [1.574, -1.442, 0.015], [-0.122, 3.320, -1.102], [-1.235, 1.600, 2.261], [-0.189, 0.051, 1.541], [-0.056, 3.075, -1.662], [0.160, 1.204, 0.678], [-3.151, -4.678, 0.931], [-0.129, 0.889, -0.261], [-0.237, -0.232, 0.300], [-0.227, -0.271, -0.181], [-0.283, -0.063, -0.309], [0.145, 0.127, 0.040], [-1.376, 2.188, 0.983], [0.477, -2.193, -1.169], [-0.332, 0.547, 0.179], [-0.121, -0.136, 0.030], [0.085, -0.261, -0.043], [0.731, -2.887, -1.329], [-0.450, 1.281, -0.376], [-1.758, 0.394, 0.374], [-0.820, 0.631, -0.467], [0.168, 0.171, 0.057], [0.001, -1.590, 2.831], [-0.395, 0.145, -1.241], [-0.150, -0.289, 0.043], [-0.400, 1.060, -0.232], [-0.949, -1.052, -0.087], [-0.607, -2.356, -2.457], [-0.051, -2.280, 0.614], [-0.195, 0.023, -0.102], [1.367, 2.713, -1.249], [0.178, 0.210, 0.207], [0.577, 0.609, -0.758], [1.144, 2.535, 1.258], [-0.285, 0.184, -0.194], [-0.662, 0.553, 2.808], [-0.001, -0.432, -0.024], [-0.796, 0.597, -0.476], [0.813, 1.506, 1.779], [0.290, 0.399, 0.147], [-0.014, -0.218, 0.249], [-1.563, -0.292, 1.425], [-0.024, -0.297, 0.096], [-0.047, -0.089, 0.360], [0.137, -0.113, 0.121], [-0.187, -2.908, -0.423], [-0.034, -0.945, -0.709], [0.874, 0.705, 0.267], [0.164, 1.295, 0.745], [-0.032, 0.046, -0.206], [0.006, 0.074, 0.243], [0.069, -0.131, 0.019], [0.594, 0.929, 0.871], [0.361, -0.569, -0.390], [-2.544, 0.448, -4.131], [-0.262, -0.712, -2.073], [1.070, 2.221, -0.138], [-1.579, -1.179, -1.479], [0.557, 0.604, -0.311], [-0.032, 0.083, 0.095], [-0.495, 1.351, -0.073], [0.045, -1.571, 2.507], [0.009, -0.447, -0.022], [0.163, 0.191, 0.038], [0.172, -1.461, 0.047], [1.760, 6.251, 1.927], [0.480, -1.890, 0.268], [2.551, 0.044, -0.281], [-2.127, -0.092, 1.558], [-2.746, 1.860, -1.454], [0.674, 0.205, -1.284], [0.821, 1.996, -2.857], [0.603, -0.705, -0.477], [0.196, 0.311, 0.231], [1.741, -2.832, 0.824], [1.265, 1.255, -1.636], [1.359, 1.416, 0.888], [-0.312, 0.293, 0.115], [-0.133, 0.301, -0.069], [0.496, 0.369, 1.772], [-0.876, 0.765, -2.322], [-0.204, -0.273, 0.025], [3.912, -2.246, -3.861], [-1.606, -5.037, 2.011], [0.080, -0.161, 0.105], [-1.453, 0.007, 1.490], [0.157, 0.196, 0.036], [0.095, -0.568, -0.226], [0.303, -1.704, -0.898], [-0.980, -2.136, 1.345], [0.035, -2.411, 0.483], [0.170, -0.456, -1.131]]}

Record 4
{"formula": "C7H7ClF3N2O", "method": "ωB97M-V with the def2-TZVPD basis set", "total_charge": 1, "smiles": "N/C(=[NH+]\\[C@H]1OC=CC=C1Cl)C(F)(F)F", "homo_lumo_gap_ev": 8.39, "symbols": ["N", "C", "F", "C", "C", "O", "C", "H", "H", "C", "C", "H", "H", "H", "Cl", "N", "H", "H", "F", "C", "F"], "coordinates": [[0.601, 2.263, 0.859], [-1.877, 2.395, 1.056], [-2.981, 2.113, 0.309], [0.187, -0.233, -0.886], [-0.503, -1.932, -0.811], [1.403, -0.227, -0.282], [-0.549, 1.719, 0.469], [0.020, -0.078, -2.021], [0.368, 2.940, 1.693], [1.780, -2.590, -0.385], [0.339, -2.953, -0.703], [3.303, -1.111, -0.080], [1.487, 1.956, 0.495], [0.188, -4.016, -0.770], [-2.159, -1.973, -1.150], [-0.844, 0.613, -0.216], [-1.797, 0.241, -0.353], [2.467, -3.468, -0.341], [-1.652, 3.667, 1.021], [2.257, -1.329, -0.187], [-2.040, 2.003, 2.284]], "forces_ev_per_a": [[-3.191, 1.063, 1.440], [0.719, -1.115, -1.822], [1.261, -0.052, 0.772], [-3.282, -4.857, -1.246], [1.633, 2.434, -0.290], [0.494, 1.659, 0.187], [-2.181, -1.629, 0.109], [1.269, 0.280, 1.643], [1.809, -1.370, -2.389], [0.282, 0.339, -0.089], [1.988, 1.674, 0.804], [-0.019, 0.488, 0.298], [0.375, -0.034, 0.434], [-0.766, -0.032, -0.072], [-0.528, -0.020, -0.068], [2.769, 0.674, 0.179], [0.347, 0.728, 0.161], [-0.439, 1.142, 0.055], [-0.187, 1.915, 0.107], [-1.902, -2.811, -1.235], [-0.451, -0.475, 1.024]]}